Entry 1:
C9H18Cl3N2O3Pt | ωB97M-V with the def2-TZVPD basis set

Calculated values
Kohn-Sham gap (spin up / spin down) (Eh): 0.34764 / 0.26646
Calculated total energy (a.u.): -2188.59270
Charge: +1
Highest occupied orbital energy (spin up / spin down) (eV): -11.8537 / -12.2903
Molar mass (g mol⁻¹): 503.691
Multiplicity: 3
ΔE to the lowest compared entry with this formula, charge and spin (kcal/mol): 0.0

```
36
Properties=species:S:1:pos:R:3:forces:R:3
Pt -0.17476 -0.60743 -2.19526 -0.2 0.6 1.1
C -2.41425 2.63612 0.66787 0.0 0.0 -0.1
N -0.95912 2.49978 0.73520 -0.1 -0.1 -0.2
C -0.26087 3.39819 1.64621 0.1 0.0 0.1
C -0.33550 1.60843 -0.02514 0.0 0.1 0.1
O -0.94505 0.93486 -0.87692 0.0 -0.1 -0.1
C 1.16966 1.45397 0.14573 0.1 -0.1 -0.1
O 1.64514 0.25696 -0.42657 -0.2 0.0 0.0
C 1.92892 -0.79794 0.46924 0.0 -0.1 0.0
C 0.76557 -1.77836 0.62127 0.2 -0.1 0.0
O -0.23205 -1.68277 -0.10622 0.0 -0.1 -0.3
N 0.88806 -2.73102 1.54469 -0.2 0.0 -0.1
C -0.18430 -3.70377 1.74172 0.0 0.0 0.0
C 2.02814 -2.87013 2.43847 0.0 0.1 0.1
H -2.68767 3.56833 0.17237 0.0 0.0 0.0
H -2.81863 2.63527 1.67920 0.0 0.0 0.0
H -2.83059 1.80563 0.11010 0.0 0.0 0.0
H -0.88262 4.27602 1.80074 0.0 0.0 0.0
H 0.68662 3.73334 1.22824 0.0 0.0 0.0
H -0.08299 2.93383 2.61868 0.0 0.0 0.0
H 1.43930 1.51871 1.20174 0.0 0.0 0.0
H 1.65917 2.26991 -0.39190 0.0 0.1 0.1
H 2.21194 -0.40267 1.44764 0.1 0.0 0.0
H 2.77882 -1.33904 0.04949 0.0 0.0 0.0
H -1.02518 -3.44871 1.10852 0.0 0.0 0.0
H -0.49561 -3.69919 2.78675 0.0 0.0 0.0
H 0.17106 -4.70305 1.48814 0.0 0.0 0.0
H 2.93429 -2.44935 2.01167 0.0 0.0 0.0
H 2.20075 -3.93025 2.61432 0.0 0.0 -0.1
H 1.82988 -2.40213 3.40572 0.0 0.0 0.0
Cl -2.80739 -0.63567 -5.08580 0.1 0.1 0.0
C -1.64323 0.66029 -5.35766 -0.2 -0.3 -0.1
Cl -1.11282 1.38521 -3.81737 0.1 0.1 -0.1
H -2.12275 1.44636 -5.92737 0.0 0.0 0.0
H -0.77073 0.26403 -5.86214 0.0 0.0 0.0
Cl 0.44879 -2.10374 -3.66137 0.1 -0.4 -0.4
```
Positions in Å, forces in eV/Å.

Löwdin population analysis, charges in e, atoms 1 to 6: number 1, Pt, carries 0.7885; number 2, C, carries 0.0049; number 3, N, carries -0.1187; number 4, C, carries -0.0168; number 5, C, carries -0.3886; number 6, O, carries -0.1719

Entry 2:
C34H33Cl3GeN7OPbS2 | ωB97M-V with the def2-TZVPD basis set

Calculated values
Kohn-Sham gap (spin up / spin down) (Eh): 0.25281 / 0.21604
Calculated total energy (a.u.): -6220.67773
Highest occupied orbital energy (spin up / spin down) (eV): -6.7859 / -7.4084
Molar mass (g mol⁻¹): 1005.989
Multiplicity: 2

```
82
Properties=species:S:1:pos:R:3:forces:R:3
Pb 1.37925 -0.03825 0.11215 0.0 0.1 0.0
C 0.84084 0.87963 4.51326 0.0 -0.1 0.0
C -0.03167 0.29726 3.43917 0.0 0.0 0.0
O -0.03818 0.74813 2.29655 -0.1 -0.1 0.0
N -0.84817 -0.71888 3.80999 0.1 0.0 -0.1
C -1.79064 -1.33810 2.89872 0.0 0.0 0.0
C -1.29083 -2.62933 2.29465 0.1 0.0 0.0
C -1.95396 -3.83100 2.50273 0.0 0.0 0.0
C -1.48455 -4.97508 1.87670 0.0 0.0 0.0
C -0.36825 -4.88023 1.06337 0.0 0.0 0.0
C 0.23686 -3.63923 0.92883 0.0 0.0 0.0
N -0.20144 -2.54012 1.53015 0.0 0.0 0.0
H 1.79048 1.17201 4.07297 0.0 0.0 0.0
H 1.01595 0.18155 5.33094 0.0 0.0 0.0
H 0.35569 1.77147 4.91305 0.0 0.0 0.0
H -0.77928 -1.06053 4.75306 0.0 0.0 0.0
H -1.97648 -0.62742 2.09212 0.0 0.0 0.0
H -2.73225 -1.51059 3.42079 0.0 0.0 0.0
H -2.83460 -3.85892 3.13011 0.0 0.0 0.0
H -1.98447 -5.92405 2.02107 0.0 0.0 0.0
H 0.03736 -5.74321 0.55434 0.0 0.0 0.0
H 1.11970 -3.52121 0.30584 0.0 0.0 0.0
S 1.86934 2.63498 0.19521 0.1 0.0 0.0
C 2.84240 2.24875 1.57872 0.0 0.0 0.0
S 3.42837 0.61621 1.76484 0.1 0.0 0.0
C 3.12267 3.19301 2.53933 0.0 0.0 0.0
C 2.61069 4.52134 2.44864 0.1 0.0 0.0
N 2.20202 5.59589 2.38741 0.0 0.0 0.0
C 3.89085 2.85903 3.69389 0.0 0.1 0.0
N 4.48743 2.58751 4.64132 0.0 0.0 0.0
N 2.89780 0.42352 -1.92819 0.1 0.2 0.0
C 3.28288 -0.57706 -2.92531 0.0 0.0 0.0
C 2.05856 -1.31688 -3.42582 0.0 0.0 -0.1
N 1.40332 -2.02452 -2.32363 0.0 -0.1 0.0
H 2.41491 1.20424 -2.36493 0.0 0.0 0.0
H 3.70623 0.82366 -1.46038 0.0 0.0 0.0
H 3.97034 -1.27680 -2.45112 0.0 0.0 0.0
H 3.80380 -0.12690 -3.77733 0.0 0.0 0.0
H 2.36696 -1.97855 -4.24520 0.0 0.0 0.0
H 1.34586 -0.60186 -3.84205 0.0 0.0 0.0
H 2.01496 -2.75657 -1.97555 0.0 0.0 0.0
H 0.55306 -2.46823 -2.65173 0.0 0.0 0.0
C -4.50605 -2.03572 0.08158 0.0 0.0 0.0
C -4.70740 -0.68531 0.32980 0.0 0.0 0.0
C -3.71945 0.23755 0.01033 0.0 0.0 0.0
C -2.51732 -0.18101 -0.55966 0.0 -0.1 0.0
C -2.32318 -1.54323 -0.79105 0.0 0.0 0.0
C -3.31164 -2.46555 -0.48274 0.0 0.0 0.0
Ge -1.12842 1.11219 -0.98483 -0.1 0.1 -0.1
C -1.68724 2.89952 -0.48074 0.0 0.1 0.1
C -1.45033 3.42560 0.78841 0.0 0.0 0.0
C -1.89672 4.69787 1.11190 0.0 0.0 0.0
C -2.58698 5.45442 0.17479 0.0 0.0 0.0
C -2.82559 4.94123 -1.09103 0.0 0.0 0.0
C -2.37245 3.67028 -1.41929 0.0 0.0 0.0
C -0.75206 1.09449 -2.89800 0.0 0.0 0.0
C -1.28288 0.13305 -3.75658 0.0 0.0 0.0
C -0.96595 0.13683 -5.10951 0.0 0.0 0.0
C -0.10470 1.09693 -5.62049 0.0 0.0 0.0
C 0.42846 2.06462 -4.77751 0.0 0.0 0.0
C 0.10348 2.06358 -3.42839 0.0 0.0 0.0
H -5.27858 -2.75332 0.32715 0.0 0.0 0.0
H -5.63671 -0.34734 0.77122 0.0 0.0 0.0
H -3.88349 1.28993 0.21114 0.0 0.0 0.0
H -1.37787 -1.88921 -1.19664 0.0 0.0 0.0
H -3.14676 -3.51980 -0.66932 0.0 0.0 0.0
H -0.88371 2.85353 1.51120 0.0 0.0 0.0
H -1.68300 5.10871 2.08971 0.0 0.0 0.0
H -2.92518 6.45129 0.42706 0.0 0.0 0.0
H -3.35433 5.53240 -1.82780 0.0 0.0 0.0
H -2.54867 3.28687 -2.41886 0.0 0.0 0.0
H -1.96434 -0.61844 -3.37414 0.0 0.0 0.0
H -1.39722 -0.60812 -5.76643 0.0 0.0 0.0
H 0.14550 1.09677 -6.67334 0.0 0.0 0.0
H 1.08806 2.82642 -5.17307 0.0 0.0 0.0
H 0.50975 2.83842 -2.78482 0.0 0.0 0.0
Cl 5.46460 -4.84489 2.16034 0.0 -0.1 0.0
C 4.64203 -3.28486 2.00739 -0.1 0.0 -0.1
Cl 3.14474 -3.29115 2.95644 0.0 0.1 0.0
Cl 5.69821 -1.97334 2.50453 0.0 0.0 0.0
C 4.27158 -3.10362 0.59318 0.0 0.1 -0.1
N 3.98803 -2.96225 -0.51058 0.0 -0.1 0.3
```
Positions in Å, forces in eV/Å.

Löwdin population analysis, charges in e, atoms 1 to 6: number 1, Pb, carries 0.8945; number 2, C, carries 0.0280; number 3, C, carries -0.5066; number 4, O, carries -0.1268; number 5, N, carries 0.0871; number 6, C, carries -0.1021